1 | A 2-piece molecular cluster, C5H16N2O overall, computed with the ωB97M-V functional and the def2-TZVPD basis.

Geometry as ORCA input:
```
! RIJCOSX wB97M-V def2-TZVPD def2/J DEFGRID3
* xyz 0 1
C -1.609 0.457 -1.924
C -1.403 -0.640 -0.832
C -1.029 -0.125 0.530
N -1.360 -1.215 1.516
C 0.505 0.053 0.675
N 0.939 1.441 0.825
C 1.928 1.973 -0.101
H -1.552 1.443 -1.464
H -0.858 0.386 -2.710
H -2.613 0.369 -2.345
H -2.223 -1.350 -0.886
H -0.629 -1.335 -1.177
H -1.534 0.793 0.846
H -2.195 -1.695 1.194
H -1.625 -0.857 2.429
H 0.901 -0.411 1.604
H 1.034 -0.499 -0.105
H 0.167 2.068 0.976
H 2.920 1.917 0.337
H 1.942 1.493 -1.107
H 1.700 3.012 -0.329
O 2.554 -2.365 0.749
H 1.825 -2.055 1.280
H 2.217 -2.857 0.019
*
```

Values from the calculation:
gap between HOMO and LUMO: 9.35 eV
SMILES: CC[C@@H](N)CNC.O
highest occupied orbital energy: -0.3072 Ha

=====

2 | A 2-piece molecular cluster, C5H16N2O overall, computed with the ωB97M-V functional and the def2-TZVPD basis.

Geometry as ORCA input:
```
! RIJCOSX wB97M-V def2-TZVPD def2/J DEFGRID3
* xyz 0 1
C -1.737 -0.283 -2.444
C -0.492 -0.980 -1.903
N -0.523 -1.069 -0.448
C 0.677 -0.660 0.257
C 0.975 0.826 0.352
C 2.414 1.068 0.754
N 0.032 1.649 1.143
H -1.732 0.740 -2.060
H -1.681 -0.216 -3.532
H -2.658 -0.770 -2.133
H -0.474 -1.990 -2.321
H 0.393 -0.422 -2.190
H -1.330 -0.705 0.034
H 1.514 -1.101 -0.270
H 0.631 -1.133 1.204
H 0.827 1.210 -0.671
H 3.072 0.409 0.197
H 2.482 0.817 1.824
H 2.820 2.078 0.741
H -0.620 1.052 1.634
H 0.600 2.160 1.805
O -1.531 -0.645 2.494
H -1.733 -1.535 2.176
H -1.924 -0.499 3.358
*
```

Values from the calculation:
gap between HOMO and LUMO: 8.78 eV
SMILES: CCNC[C@H](C)N.O
highest occupied orbital energy: -0.2995 Ha

=====

Quick one: most stable of them? 2

=====

1 | A 2-piece molecular cluster, C5H16N2O overall, computed with the ωB97M-V functional and the def2-TZVPD basis.

Geometry as ORCA input:
```
! RIJCOSX wB97M-V def2-TZVPD def2/J DEFGRID3
* xyz 0 1
C -0.869 -1.982 2.086
N -0.727 -0.647 1.481
C 0.360 -0.504 0.480
C 1.091 0.854 0.624
C 1.116 1.616 -0.704
C 0.157 2.786 -0.889
N -1.152 2.298 -1.357
H -0.175 -2.733 1.703
H -0.746 -1.945 3.174
H -1.900 -2.309 1.920
H -0.525 -0.016 2.244
H -0.168 -0.484 -0.461
H 0.999 -1.393 0.452
H 2.114 0.683 0.930
H 0.563 1.421 1.387
H 1.138 1.028 -1.621
H 2.099 2.060 -0.792
H 0.055 3.330 0.037
H 0.603 3.421 -1.654
H -1.655 1.886 -0.584
H -1.665 3.031 -1.825
O 0.146 -3.679 -1.493
H -0.689 -3.392 -1.101
H 0.350 -3.037 -2.176
*
```

Values from the calculation:
gap between HOMO and LUMO: 9.71 eV
SMILES: CNCCCCN.O
highest occupied orbital energy: -0.3209 Ha

=====

2 | A 2-piece molecular cluster, C5H16N2O overall, computed with the ωB97M-V functional and the def2-TZVPD basis.

Geometry as ORCA input:
```
! RIJCOSX wB97M-V def2-TZVPD def2/J DEFGRID3
* xyz 0 1
C -3.146 -1.206 0.039
C -2.220 -0.346 -0.792
N -1.033 0.062 -0.002
C 0.101 0.330 -0.911
C 1.459 0.355 -0.136
N 1.754 1.775 0.183
C 3.213 2.002 0.286
H -4.000 -1.409 -0.602
H -2.801 -2.177 0.292
H -3.362 -0.706 0.975
H -1.920 -0.917 -1.703
H -2.752 0.550 -1.155
H -1.165 0.853 0.605
H 0.091 -0.354 -1.790
H 0.186 1.390 -1.397
H 2.150 -0.299 -0.741
H 1.355 -0.414 0.630
H 1.118 1.926 0.961
H 3.496 2.006 -0.766
H 3.776 1.510 1.100
H 3.287 3.077 0.514
O 0.322 -2.679 1.811
H -0.071 -3.425 1.337
H 0.161 -1.902 1.261
*
```

Values from the calculation:
gap between HOMO and LUMO: 9.88 eV
SMILES: CCNCCNC.O
highest occupied orbital energy: -0.3265 Ha

=====

Quick one: most stable of them? 1

=====

1 | A 3-piece molecular cluster, C5H16N2O overall, computed with the ωB97M-V functional and the def2-TZVPD basis.

Geometry as ORCA input:
```
! RIJCOSX wB97M-V def2-TZVPD def2/J DEFGRID3
* xyz 0 1
C 1.901 -0.505 0.117
N 0.908 0.542 0.407
C 0.690 1.381 -0.805
C -0.316 0.034 0.956
C -1.034 -1.149 0.417
N -1.382 -0.920 -0.905
C -2.262 -1.922 -1.464
H 2.849 0.004 -0.045
H 2.065 -1.088 1.023
H 1.550 -1.090 -0.735
H 0.245 2.314 -0.458
H 0.122 0.816 -1.545
H 1.651 1.639 -1.252
H -1.246 0.798 0.560
H -0.288 0.094 2.040
H -0.240 -1.898 0.636
H -1.872 -1.414 1.076
H -1.870 1.128 0.016
H -2.929 -2.320 -0.687
H -1.713 -2.740 -1.953
H -2.796 -1.472 -2.305
H 1.959 3.249 2.140
H 1.801 1.813 1.377
O 2.208 2.706 1.390
*
```

Values from the calculation:
gap between HOMO and LUMO: 6.74 eV
highest occupied orbital energy: -0.2849 Ha

=====

2 | A 2-piece molecular cluster, C5H16N2O overall, computed with the ωB97M-V functional and the def2-TZVPD basis.

Geometry as ORCA input:
```
! RIJCOSX wB97M-V def2-TZVPD def2/J DEFGRID3
* xyz 0 1
C 0.877 -1.112 2.308
C 0.495 -1.526 0.879
C -0.219 -0.376 0.102
C 0.699 0.266 -0.943
N 0.194 1.668 -1.256
N -1.433 -0.862 -0.584
C -1.323 -2.043 -1.456
H 1.593 -0.295 2.334
H -0.056 -0.877 2.820
H 1.160 -2.010 2.852
H -0.076 -2.463 0.873
H 1.419 -1.830 0.370
H -0.567 0.353 0.834
H 0.722 -0.368 -1.823
H 1.659 0.528 -0.519
H -0.173 1.650 -2.200
H -0.617 1.828 -0.674
H -2.146 -0.941 0.119
H -2.195 -2.659 -1.195
H -1.379 -1.835 -2.526
H -0.417 -2.578 -1.157
O 0.653 3.518 0.824
H -0.135 3.029 1.003
H 1.049 3.154 0.018
*
```

Values from the calculation:
gap between HOMO and LUMO: 9.72 eV
SMILES: CC[C@@H](CN)NC.O
highest occupied orbital energy: -0.3250 Ha

=====

3 | A 2-piece molecular cluster, C5H16N2O overall, computed with the ωB97M-V functional and the def2-TZVPD basis.

Geometry as ORCA input:
```
! RIJCOSX wB97M-V def2-TZVPD def2/J DEFGRID3
* xyz 0 1
C 1.560 0.405 -0.945
C 1.342 1.467 0.164
N 0.508 1.045 1.262
C -0.856 0.714 0.814
C -1.497 -0.483 1.608
C -2.955 -0.775 1.344
N -3.541 -0.708 -0.012
H 0.798 -0.264 -1.319
H 1.914 0.748 -1.901
H 2.280 -0.286 -0.509
H 2.384 1.644 0.460
H 0.942 2.333 -0.367
H 0.840 0.295 1.847
H -1.530 1.613 1.078
H -0.923 0.554 -0.268
H -0.767 -1.255 1.437
H -1.334 -0.310 2.643
H -3.219 -1.780 1.690
H -3.527 -0.106 2.027
H -3.241 0.044 -0.617
H -3.533 -1.630 -0.411
O 5.090 -0.970 -3.089
H 4.634 -1.818 -3.159
H 4.630 -0.478 -3.779
*
```

Values from the calculation:
gap between HOMO and LUMO: 9.41 eV
SMILES: CCNCCCN.O
highest occupied orbital energy: -0.3179 Ha

=====

4 | A 2-piece molecular cluster, C5H16N2O overall, computed with the ωB97M-V functional and the def2-TZVPD basis.

Geometry as ORCA input:
```
! RIJCOSX wB97M-V def2-TZVPD def2/J DEFGRID3
* xyz 0 1
C 0.733 0.001 2.201
C 0.859 0.014 0.634
C -0.378 -0.716 -0.073
C -0.677 0.079 -1.420
N -1.562 1.093 -1.053
N -0.177 -2.145 -0.136
C 0.657 -2.625 -1.364
H 0.413 -1.000 2.653
H 1.689 0.226 2.567
H 0.054 0.712 2.619
H 1.803 -0.466 0.335
H 0.922 1.020 0.085
H -1.313 -0.704 0.583
H -1.085 -0.740 -2.084
H 0.261 0.388 -1.944
H -1.558 1.916 -1.583
H -2.423 0.686 -0.726
H 0.222 -2.490 0.649
H 1.572 -2.202 -1.220
H 0.794 -3.702 -1.512
H 0.314 -2.239 -2.380
O 0.397 3.643 1.043
H 0.294 2.951 1.751
H -0.125 3.338 0.316
*
```

Values from the calculation:
gap between HOMO and LUMO: 9.29 eV
SMILES: CC[C@@H](CN)NC.O
highest occupied orbital energy: -0.3073 Ha

=====

Quick one: most stable of them? 2

=====

1 | A single C3H6O2 molecule, computed with the ωB97M-V functional and the def2-TZVPD basis.

Geometry as ORCA input:
```
! RIJCOSX wB97M-V def2-TZVPD def2/J DEFGRID3
* xyz 0 1
O -1.655 -0.350 -0.582
C -0.990 0.719 0.109
C 0.521 0.437 0.063
C 1.099 -0.867 0.441
O 0.855 -0.563 -0.912
H -1.064 -0.783 -1.254
H -1.126 1.688 -0.401
H -1.418 0.943 1.143
H 1.142 1.335 -0.119
H 0.475 -1.681 0.839
H 2.160 -0.877 0.672
*
```

Values from the calculation:
gap between HOMO and LUMO: 11.26 eV
SMILES: OC[C@H]1CO1
highest occupied orbital energy: -0.3744 Ha

=====

2 | A single C3H6O2 molecule, computed with the ωB97M-V functional and the def2-TZVPD basis.

Geometry as ORCA input:
```
! RIJCOSX wB97M-V def2-TZVPD def2/J DEFGRID3
* xyz 0 1
O 2.478 0.297 -0.740
C 1.542 0.572 -0.024
C 0.451 -0.527 0.135
C -1.030 -0.198 0.252
O -1.403 0.506 -0.915
H 1.752 1.575 0.385
H 0.612 -1.124 -0.774
H 0.731 -1.180 0.976
H -1.612 -1.135 0.349
H -1.213 0.390 1.162
H -2.307 0.824 -0.805
*
```

Values from the calculation:
gap between HOMO and LUMO: 10.41 eV
SMILES: O=CCCO
highest occupied orbital energy: -0.3551 Ha

=====

3 | A 2-piece molecular cluster, C3H6O2 overall, computed with the ωB97M-V functional and the def2-TZVPD basis.

Geometry as ORCA input:
```
! RIJCOSX wB97M-V def2-TZVPD def2/J DEFGRID3
* xyz 0 1
O 2.327 1.111 -0.333
C 1.707 0.193 0.435
C 0.301 -0.044 -0.074
C -0.663 -0.824 0.414
O -2.393 0.357 -1.147
H 2.186 -0.873 0.400
H 1.672 0.480 1.547
H -0.022 0.763 -0.866
H -1.671 -0.442 0.211
H -0.517 -1.727 0.995
H -2.928 1.006 -1.581
*
```

Values from the calculation:
gap between HOMO and LUMO: 4.05 eV
highest occupied orbital energy: -0.3249 Ha

=====

Quick one: most stable of them? 2

=====

1 | A single C3H6O2 molecule, computed with the ωB97M-V functional and the def2-TZVPD basis.

Geometry as ORCA input:
```
! RIJCOSX wB97M-V def2-TZVPD def2/J DEFGRID3
* xyz 0 1
C 1.293 -0.981 0.085
C 0.849 0.379 -0.263
O 1.449 1.372 -0.443
C -0.935 0.543 0.221
O -2.245 0.273 -0.366
H 1.762 -1.265 -0.789
H 0.402 -1.548 0.121
H 1.767 -0.926 1.051
H -1.041 -0.146 1.017
H -1.039 1.588 0.583
H -2.261 0.710 -1.218
*
```

Values from the calculation:
gap between HOMO and LUMO: 9.67 eV
SMILES: CC(=O)CO
highest occupied orbital energy: -0.3323 Ha

=====

2 | C3H6O2 as an isolated structure, computed with the ωB97M-V functional and the def2-TZVPD basis.

Geometry as ORCA input:
```
! RIJCOSX wB97M-V def2-TZVPD def2/J DEFGRID3
* xyz 0 1
C 1.395 0.757 0.021
C 0.446 -0.292 -0.379
C -0.799 -0.668 0.262
O 1.767 -0.663 -0.111
O -1.757 0.223 -0.203
H 1.739 1.395 -0.755
H 1.343 1.279 0.968
H 0.261 -0.497 -1.697
H -0.959 -0.652 1.425
H -1.152 -1.611 0.018
H -2.283 0.728 0.451
*
```

Values from the calculation:
gap between HOMO and LUMO: 10.96 eV
highest occupied orbital energy: -0.3739 Ha

=====

Quick one: most stable of them? 1

=====

1 | A single C3H6O2 molecule, computed with the ωB97M-V functional and the def2-TZVPD basis.

Geometry as ORCA input:
```
! RIJCOSX wB97M-V def2-TZVPD def2/J DEFGRID3
* xyz 0 1
C 1.547 0.204 -0.735
O 0.156 0.403 -0.662
C -0.404 -0.106 0.517
C -1.904 -0.129 0.367
O -2.621 -0.759 1.105
H 2.084 0.788 0.028
H 1.807 -0.858 -0.600
H 1.880 0.526 -1.725
H -0.201 0.532 1.396
H -0.050 -1.121 0.755
H -2.293 0.520 -0.447
*
```

Values from the calculation:
gap between HOMO and LUMO: 10.92 eV
SMILES: COCC=O
highest occupied orbital energy: -0.3668 Ha

=====

2 | A single C3H6O2 molecule, computed with the ωB97M-V functional and the def2-TZVPD basis.

Geometry as ORCA input:
```
! RIJCOSX wB97M-V def2-TZVPD def2/J DEFGRID3
* xyz 0 1
O -1.702 0.220 0.569
C -0.837 -0.247 -0.406
C 0.377 -1.040 -0.014
C 0.598 0.369 -0.380
O 0.652 1.341 0.579
H -1.196 0.873 1.083
H -1.370 -0.513 -1.323
H 0.474 -1.256 1.043
H 0.739 -1.808 -0.684
H 0.738 0.664 -1.428
H 1.527 1.398 0.962
*
```

Values from the calculation:
gap between HOMO and LUMO: 9.67 eV
SMILES: O[C@@H]1C[C@@H]1O
highest occupied orbital energy: -0.3262 Ha

=====

3 | A single C3H6O2 molecule, computed with the ωB97M-V functional and the def2-TZVPD basis.

Geometry as ORCA input:
```
! RIJCOSX wB97M-V def2-TZVPD def2/J DEFGRID3
* xyz 0 1
O -1.406 0.469 -0.922
C -1.078 -0.279 0.236
C 0.396 -0.622 0.122
C 1.154 0.648 0.361
O 2.208 0.700 -0.425
H -2.294 0.827 -0.808
H -1.694 -1.185 0.318
H -1.211 0.324 1.146
H 0.620 -1.155 -0.815
H 0.682 -1.265 0.969
H 2.625 1.539 -0.183
*
```

Values from the calculation:
gap between HOMO and LUMO: 9.50 eV
highest occupied orbital energy: -0.3125 Ha

=====

Quick one: most stable of them? 1